Record 1
{"formula": "C4H13O4", "method": "ωB97M-V/def2-TZVPD", "homo_energy_ev": [-10.39, -10.35], "largest_force_ev_per_a": 2.696, "lumo_ev": [0.413, -2.868], "e_above_lowest_kj_mol": 66.2, "spin_multiplicity": 2, "elements": ["C", "O", "C", "C", "C", "O", "H", "H", "H", "H", "H", "H", "H", "H", "H", "H", "H", "O", "H", "H", "O"], "positions_angstrom": [[1.30651, 1.46821, -0.25796], [0.28816, 1.34404, -1.25081], [0.78467, 1.43370, 1.16886], [-0.21485, 0.12668, 1.46622], [0.56570, -0.96092, 2.21853], [-0.78690, -0.38885, 0.35453], [1.90078, 2.32125, -0.52797], [1.92794, 0.57966, -0.43047], [1.66130, 1.16473, 1.68773], [0.21462, 2.29958, 1.56219], [-1.07770, 0.41764, 2.15091], [-0.18182, -1.62583, 2.73270], [1.18826, -0.59900, 3.06376], [0.89368, -1.72775, 1.49978], [-0.37675, 0.67811, -0.86466], [0.79120, 0.19789, -2.74595], [1.04651, -1.22854, -2.56960], [1.49166, -0.49134, -3.00298], [-3.25695, -1.66597, 0.66518], [-2.17720, -2.06436, -0.16648], [-3.15427, -1.85782, -0.28330]], "forces_ev_per_angstrom": [[-1.014, -1.485, -0.985], [-1.551, -0.454, 0.676], [-2.316, -0.790, -0.387], [1.353, 0.300, 0.662], [-1.828, -1.449, 0.983], [-0.231, 0.187, 0.043], [0.171, 0.615, 0.285], [0.383, 0.150, 0.444], [0.809, 0.260, 1.448], [0.859, -0.193, -0.502], [0.674, 0.394, -0.833], [0.236, 0.746, -0.104], [0.190, -0.315, -1.089], [1.162, 0.774, 0.230], [0.993, 1.377, -0.813], [1.756, -0.587, -0.562], [0.431, -0.547, -0.192], [-1.963, 1.052, 0.730], [-0.934, 0.151, -0.348], [-1.424, 0.238, -1.119], [2.243, -0.424, 1.435]]}

=====

Record 2
{"formula": "C8H10N2S", "method": "ωB97M-V/def2-TZVPD", "homo_energy_ev": [-6.20, -8.76], "largest_force_ev_per_a": 2.715, "lumo_ev": [0.871, -0.759], "e_above_lowest_kj_mol": 0.0, "spin_multiplicity": 3, "elements": ["C", "C", "C", "C", "C", "C", "C", "C", "N", "N", "S", "H", "H", "H", "H", "H", "H", "H", "H", "H", "H"], "positions_angstrom": [[0.57304, 2.56721, -1.22465], [0.75621, 2.41183, 0.16502], [0.17139, 1.51269, -1.96857], [0.59149, 1.17889, 0.72720], [-0.13602, 0.21084, -1.41657], [0.22875, 0.02783, -0.00964], [-0.89086, -0.60705, -2.20410], [-0.38683, -1.10569, 2.05377], [0.22846, -1.13657, 0.73712], [0.85678, -2.23063, 0.38467], [0.67192, -3.60932, 1.26960], [0.76833, 3.52611, -1.68225], [1.08200, 3.24806, 0.76425], [0.02797, 1.62974, -3.03358], [0.84701, 1.05122, 1.77002], [-1.21734, -0.28569, -3.17352], [-1.18245, -1.59407, -1.88412], [-1.11871, -1.92126, 2.09536], [0.35295, -1.28221, 2.84043], [-0.90127, -0.16440, 2.21244], [1.16617, -4.37174, 0.29575]], "forces_ev_per_angstrom": [[0.372, 0.459, 0.788], [-0.079, 0.678, -0.862], [-0.265, -0.769, -0.080], [0.232, -1.237, -0.284], [0.681, 1.245, 1.352], [0.636, 2.157, -1.026], [-0.172, -1.474, 0.061], [-0.359, -0.295, 0.049], [-1.920, -0.358, 1.823], [1.333, -0.179, -2.359], [-0.351, -0.398, 0.594], [-0.018, 0.044, -0.076], [-0.021, 0.060, 0.084], [-0.118, 0.014, -0.069], [-0.026, -0.025, 0.037], [0.032, 0.101, -0.287], [-0.073, -0.109, 0.083], [-0.017, 0.136, 0.153], [0.018, 0.151, 0.022], [0.003, -0.065, 0.050], [0.113, -0.136, -0.054]]}

=====

Record 3
{"formula": "C4H39N2O15", "method": "ωB97M-V/def2-TZVPD", "homo_energy_ev": -6.21, "total_charge": -1, "largest_force_ev_per_a": 3.481, "lumo_ev": 2.604, "e_above_lowest_kj_mol": 0.0, "elements": ["C", "N", "C", "O", "C", "N", "C", "H", "H", "H", "H", "H", "H", "H", "H", "H", "H", "H", "H", "H", "O", "H", "H", "O", "H", "H", "O", "H", "H", "O", "H", "H", "O", "H", "H", "O", "H", "H", "O", "H", "H", "O", "H", "H", "O", "H", "H", "O", "H", "H", "O", "H", "H", "O", "H", "H", "O", "H", "H", "O"], "positions_angstrom": [[1.45143, 0.16248, -1.15890], [0.87061, -1.14679, -0.90046], [1.88325, -2.15446, -0.62518], [2.61731, -1.94184, 0.57838], [0.58409, 0.72396, -2.36098], [-0.41066, 1.68365, -1.80858], [-1.31186, 2.15215, -2.82486], [1.29081, 0.84388, -0.27113], [2.49166, 0.18351, -1.47832], [0.26359, -1.20876, -0.11881], [1.24479, -3.07514, -0.51468], [2.65340, -2.29438, -1.37383], [1.26212, 1.33665, -2.96953], [0.02802, -0.08758, -2.86123], [-0.90474, 1.23815, -0.99244], [-1.97393, 1.29683, -3.19075], [-1.99500, 2.91249, -2.32495], [-0.78957, 2.66736, -3.68851], [1.11626, 3.18802, 0.54090], [1.00095, 4.14386, -0.57673], [1.14164, 4.17941, 0.40100], [-0.35441, 0.26182, 4.12048], [2.05846, -1.83572, 3.14564], [-0.15134, 0.34342, 3.18178], [-2.11431, -0.85332, -1.98401], [-3.33511, -1.76511, -2.20857], [-2.82392, -1.05855, -2.61317], [-2.27364, -3.77256, -0.13638], [-3.73130, -3.73320, -0.08621], [-3.04204, -4.04844, -0.68798], [0.49090, -2.66598, 2.76724], [-0.28800, -1.11065, 3.03152], [-0.29975, -2.16748, 2.82046], [3.74190, 0.88283, 1.42747], [4.08899, -0.06080, 2.53451], [4.49865, 0.58182, 1.92636], [-1.93986, -1.26404, 0.79738], [-1.02909, -2.58148, 1.40324], [-1.67721, -2.16507, 0.69531], [-1.73915, 3.84515, -0.36928], [-0.65055, 4.78737, 0.31203], [-1.56819, 4.65831, 0.10470], [0.84270, 1.17142, 2.56728], [1.98599, 2.29919, 2.47876], [1.65586, 1.52280, 2.03058], [-0.27393, -2.37589, -2.18553], [-1.59903, -2.96560, -2.59325], [-0.73870, -2.76688, -2.92987], [-1.39220, 1.52306, 3.09259], [-1.83429, 3.08302, 3.28628], [-2.07288, 2.22072, 3.00229], [-0.89270, 0.30905, 1.59996], [-1.87627, 1.35003, 0.98208], [-1.26665, 0.63644, 0.75564], [-1.18020, -0.84724, -4.58068], [0.20600, -0.85112, -4.76789], [-0.54084, -0.43337, -5.19994], [3.01464, -1.05504, 0.35671], [1.48423, -0.38329, 3.42808], [2.15621, -1.05465, 3.70304]], "forces_ev_per_angstrom": [[-2.738, 1.462, -0.536], [2.774, -1.389, -0.572], [-1.717, -1.403, 0.623], [0.232, 1.521, -0.474], [0.195, 1.378, 1.926], [0.764, -0.577, 0.774], [-1.767, 0.274, -0.095], [0.500, -0.581, -0.958], [0.168, -0.586, 0.255], [-0.890, 0.534, 0.793], [1.177, 0.366, 0.083], [-0.404, 0.160, -0.878], [-0.409, -0.439, -0.599], [0.902, 0.250, -0.120], [0.675, 0.613, -1.274], [0.682, 1.188, -0.113], [0.607, -0.735, -0.862], [-0.488, -0.752, 1.000], [0.036, 1.154, 0.533], [0.247, 0.397, 0.826], [-0.028, -1.771, -1.378], [0.095, 0.292, 0.080], [0.067, 0.621, -0.082], [-0.976, -0.738, 0.809], [-0.285, -0.188, -0.086], [0.026, -0.081, 0.237], [-0.129, 0.538, 0.058], [-0.376, 0.160, -0.755], [-0.139, -0.116, -0.349], [0.229, 0.060, 0.699], [1.263, 0.040, 0.338], [0.913, -1.620, -0.695], [-1.935, 0.695, 0.319], [-0.549, 0.396, -0.043], [0.066, 0.303, -0.085], [0.267, -0.689, 0.275], [0.283, 1.023, 0.741], [-1.786, 2.577, -0.729], [1.173, -3.263, -0.309], [0.669, -0.171, 0.024], [0.863, -0.696, 0.064], [-1.816, 0.852, 0.018], [1.108, 0.503, -0.495], [0.124, 0.222, 0.259], [-0.447, 0.062, -0.339], [0.354, 0.388, 0.357], [-0.862, -0.275, 0.245], [1.053, -0.309, -0.715], [0.434, 0.700, 0.320], [0.847, 0.726, 0.327], [-1.473, -1.156, -0.671], [-0.125, 0.516, -0.076], [0.128, 0.051, 0.470], [-0.339, -0.525, -0.344], [-0.443, 0.444, -0.647], [0.901, 0.065, -0.374], [-0.615, -0.722, 0.859], [-0.090, -1.172, 1.123], [0.548, -0.888, -0.046], [0.454, 0.312, 0.261]]}

=====

Record 4
{"formula": "C6H14NO", "method": "ωB97M-V/def2-TZVPD", "homo_energy_ev": -2.26, "total_charge": -1, "largest_force_ev_per_a": 1.642, "lumo_ev": 3.623, "e_above_lowest_kj_mol": 111.1, "smiles": "CN(C)CCCC[O-]", "elements": ["C", "C", "C", "O", "C", "N", "C", "C", "H", "H", "H", "H", "H", "H", "H", "H", "H", "H", "H", "H", "H", "H"], "positions_angstrom": [[0.54677, 0.40422, -1.01404], [1.83797, -0.30865, -1.46096], [2.69020, -0.66814, -0.20290], [3.16576, 0.39343, 0.45235], [-0.35152, -0.47833, -0.17370], [-1.65102, 0.17721, 0.12506], [-1.45057, 1.50220, 0.72943], [-2.42142, -0.59972, 1.06412], [-0.04330, 0.83789, -1.82455], [0.95940, 1.20318, -0.39309], [2.45120, 0.40917, -2.00726], [1.61827, -1.19915, -2.06183], [3.48075, -1.35695, -0.62159], [2.06328, -1.33078, 0.45272], [-0.59039, -1.44746, -0.62669], [0.13823, -0.73204, 0.77518], [-0.86305, 2.21182, 0.17089], [-2.45274, 1.93192, 0.86961], [-1.09573, 1.37180, 1.73533], [-3.42695, -0.15067, 1.12686], [-2.41268, -1.63558, 0.73689], [-2.19247, -0.53538, 2.14815]], "forces_ev_per_angstrom": [[0.710, -0.328, 0.028], [-0.573, 0.141, 0.628], [0.311, -0.189, -0.205], [-0.093, 0.276, 0.023], [-0.562, 0.142, 0.669], [0.884, 0.582, 0.203], [-1.585, -0.418, -0.092], [-1.005, 0.508, 0.145], [0.053, 0.004, -0.182], [-0.262, 0.147, 0.058], [0.012, -0.104, -0.304], [0.043, -0.036, -0.136], [0.053, -0.044, 0.119], [0.012, -0.232, -0.194], [0.089, 0.130, -0.338], [0.188, 0.137, 0.013], [0.292, -0.164, -0.257], [0.048, 0.119, -0.187], [0.851, 0.166, 0.716], [-0.175, -0.552, -0.602], [-0.379, -0.120, 0.138], [1.088, -0.165, -0.245]]}

=====

Record 5
{"formula": "C4H7P", "method": "ωB97M-V/def2-TZVPD", "homo_energy_ev": [-6.40, -9.65], "largest_force_ev_per_a": 8.396, "lumo_ev": [1.129, -2.408], "e_above_lowest_kj_mol": 204.0, "spin_multiplicity": 3, "elements": ["C", "C", "C", "C", "P", "H", "H", "H", "H", "H", "H", "H"], "positions_angstrom": [[-0.22672, -0.45251, 0.06690], [0.80886, 0.32031, -0.15128], [-1.89869, 0.31643, -0.26104], [2.22643, -0.15126, 0.11360], [-3.22693, -0.59389, 0.11547], [0.04861, -1.42655, 0.49925], [0.74959, 1.30456, -0.38747], [-1.74777, 1.25251, -0.67853], [2.30920, -1.05527, -0.37380], [2.96549, 0.56120, -0.17447], [2.32762, -0.52976, 1.14529], [-4.33570, 0.45423, 0.08608]], "forces_ev_per_angstrom": [[-4.034, 1.678, -0.253], [1.606, -1.523, 1.132], [8.320, -0.832, 0.755], [-1.560, 0.225, 1.487], [-5.594, -2.277, 0.611], [-1.316, 0.046, -0.307], [-0.613, 2.837, -1.046], [0.241, 1.390, -1.061], [0.776, -1.862, -1.758], [0.580, 0.289, -0.031], [0.162, 0.906, 0.015], [1.430, -0.877, 0.458]]}